Computed, not measured: a structure of composition C34H40F4IN3OPSTeTi, with wB97M-V/def2-TZVPD.

As for the highest occupied orbital energy (alpha / beta): -3.02 / -5.09 eV. As for the multiplicity: 3. Its calculated total energy is -4113.3091 Eh. The value obtained for the energy above the lowest of the compared OMol25 structures with the same formula, charge and spin is 26.1 kcal/mol. Its net charge is -1. The HOMO-LUMO gap (alpha / beta) is 5.23 / 7.30 eV.

CARTESIAN COORDINATES (ANGSTROEM)
Ti -0.3598 -0.9815 0.2425
C 3.5073 -4.1317 0.5101
N 2.2663 -3.8205 -0.1592
C 1.7278 -4.9768 -0.8499
C 2.3817 -2.6920 -1.0640
C 2.6168 -1.3454 -0.3598
N 1.6509 -1.0879 0.7099
C 2.0553 -0.9832 1.9773
C 1.0654 -1.0256 2.9937
F -0.2286 -1.1735 2.5751
C 1.3086 -0.9459 4.3403
F 0.2754 -1.0341 5.1940
C 2.5893 -0.7706 4.8316
C 3.5861 -0.6846 3.8768
F 4.8519 -0.4874 4.2830
C 3.3558 -0.7755 2.5198
F 4.4369 -0.6064 1.7250
H 4.3133 -4.4064 -0.1970
H 3.8532 -3.2808 1.0978
H 3.3580 -4.9707 1.1931
H 2.4006 -5.3344 -1.6505
H 1.5832 -5.7942 -0.1404
H 0.7652 -4.7218 -1.2909
H 3.2219 -2.8461 -1.7702
H 1.4684 -2.6436 -1.6513
H 3.6400 -1.3052 -0.0024
H 2.5134 -0.5622 -1.1199
H 2.7976 -0.7025 5.8868
I -3.1300 0.1908 0.0343
C -3.7311 -1.7711 -0.4434
C -4.9377 -1.9232 -1.0677
C -5.4380 -3.2191 -1.2901
C -4.7454 -4.2984 -0.8225
C -3.5062 -4.1425 -0.1582
C -2.8341 -5.2619 0.3842
C -1.6468 -5.0915 1.0351
C -1.0437 -3.8194 1.0896
C -1.6149 -2.6842 0.5514
C -2.9224 -2.8535 -0.0088
H -5.5134 -1.0605 -1.3745
H -6.3810 -3.3452 -1.8066
H -5.1375 -5.3010 -0.9514
H -3.2833 -6.2430 0.2785
H -1.1372 -5.9450 1.4697
H -0.0444 -3.7622 1.5120
C -1.1829 3.0829 4.3344
C -1.0051 1.7914 3.5446
P -0.2514 1.8767 1.8538
C -1.1949 3.2943 1.1110
C -0.6425 4.7032 1.2995
C 1.4178 2.5562 2.2651
C 2.3714 2.5768 1.0756
H -1.5900 2.8738 5.3257
H -1.8712 3.7666 3.8354
H -0.2340 3.6037 4.4730
H -1.9701 1.2901 3.4187
H -0.3878 1.0943 4.1131
H -2.2090 3.2214 1.5188
H -1.2732 3.0781 0.0426
H -0.5262 4.9663 2.3508
H -1.3084 5.4380 0.8424
H 0.3334 4.8064 0.8227
H 1.8087 1.8741 3.0283
H 1.3500 3.5443 2.7267
H 2.4781 1.5774 0.6499
H 3.3603 2.9277 1.3766
H 2.0090 3.2345 0.2825
C 0.6937 3.9523 -2.5971
Te 0.4801 1.8441 -2.0500
C -1.1982 2.0118 -3.3678
C -0.8566 3.1041 -4.3409
C -1.4383 3.1696 -5.6010
C -1.0873 4.1741 -6.4905
C -0.1458 5.1231 -6.1220
C 0.4368 5.0658 -4.8650
C 0.0897 4.0654 -3.9653
H 1.7318 4.2815 -2.5763
H 0.1302 4.5549 -1.8794
H -2.0797 2.2602 -2.7732
H -1.3768 1.0579 -3.8581
H -2.1600 2.4151 -5.8913
H -1.5379 4.2074 -7.4747
H 0.1422 5.9025 -6.8168
H 1.1791 5.8023 -4.5784
O -0.9836 -3.0962 -2.7051
S -1.0217 -1.6094 -2.8527
N -0.4344 -0.8435 -1.6185

---

Computed, not measured: a structure of composition C34H40F9N2O3S2Si2TcTe, with wB97M-V/def2-TZVPD.

As for the highest occupied orbital energy: -13.66 eV. As for the multiplicity: 1. Its calculated total energy is -4277.2965 Eh. The value obtained for the energy above the lowest of the compared OMol25 structures with the same formula, charge and spin is 77.4 kcal/mol. Its net charge is +2. The HOMO-LUMO gap is 6.69 eV.

CARTESIAN COORDINATES (ANGSTROEM)
Tc -0.6630 0.8912 -1.1632
C 0.2849 3.4371 1.8822
C -1.0344 3.2584 1.2284
N -1.2710 2.6991 0.0572
C -2.5146 3.0540 -0.4107
C -3.2688 3.7847 0.4563
S -2.3881 4.1044 1.8821
C -2.7950 2.8451 -1.8053
C -3.8496 3.3465 -2.5103
S -3.6384 3.0483 -4.1762
C -2.1266 2.2790 -3.8391
N -1.8318 2.2350 -2.5663
C -1.3077 1.7814 -4.9646
H 1.0862 3.0676 1.2482
H 0.3331 2.9621 2.8640
H 0.4392 4.5053 2.0445
H -4.2621 4.1565 0.3149
H -4.7221 3.8340 -2.1274
H -0.9422 2.6187 -5.5615
H -1.9126 1.1535 -5.6180
H -0.4555 1.2089 -4.6152
F -4.6406 -0.9831 1.2565
C -3.8357 -1.5035 0.3414
F -2.6696 -1.7528 0.9751
F -4.3243 -2.6660 -0.0490
C -3.5429 -0.4948 -0.8081
O -2.5723 0.3282 -0.3742
C -4.8659 0.2746 -1.1241
F -4.8430 0.7627 -2.3700
F -5.0091 1.3170 -0.3053
F -5.9425 -0.4857 -1.0231
C -3.1732 -1.2638 -2.0986
F -2.2294 -2.1776 -1.8568
F -2.6507 -0.4094 -2.9940
F -4.2013 -1.8596 -2.6702
O 0.8875 -1.1194 -4.6990
C 0.9558 -0.3911 -3.7664
O -0.0680 -0.5307 -2.7583
C 1.9574 0.6567 -3.5304
C 3.0336 0.6842 -4.4282
C 4.0254 1.6345 -4.2871
C 3.9547 2.5610 -3.2595
C 2.8839 2.5541 -2.3717
C 1.8842 1.6138 -2.5144
H 3.0631 -0.0448 -5.2255
H 4.8510 1.6530 -4.9790
H 4.7309 3.3005 -3.1493
H 2.8462 3.2885 -1.5807
H 1.0102 1.6861 -1.8198
C -2.9333 -1.1742 4.1245
Si -1.0555 -1.0664 4.4075
C -0.3591 -2.3123 5.6617
C -0.5782 0.7340 4.8369
C -0.2118 -1.5900 2.7146
Te -0.2308 0.2015 1.5576
C 1.8895 0.6030 1.6735
Si 3.4480 -0.5844 1.6420
C 3.2828 -2.2272 2.5801
C 4.7672 0.4871 2.5069
C 3.9460 -0.8540 -0.1824
H -3.4720 -1.0229 5.0540
H -3.2306 -2.1471 3.7443
H -3.2843 -0.4221 3.4211
H -0.8910 -2.2279 6.6026
H 0.6934 -2.1443 5.8688
H -0.4701 -3.3367 5.3198
H -0.7355 0.9243 5.8932
H -1.1932 1.4454 4.2898
H 0.4677 0.9389 4.6231
H -0.8260 -2.3740 2.2961
H 0.8051 -1.9451 2.8215
H 2.0140 1.2034 2.5744
H 2.0447 1.2715 0.8254
H 2.9555 -2.0804 3.6053
H 4.2646 -2.6902 2.6272
H 2.6194 -2.9385 2.0979
H 4.5306 0.6694 3.5511
H 4.9072 1.4557 2.0354
H 5.7285 -0.0176 2.4859
H 3.6275 -1.8250 -0.5429
H 5.0272 -0.8226 -0.2735
H 3.5433 -0.1000 -0.8541
C 0.2232 -0.8308 -1.4652
C 0.7774 -2.1209 -1.1512
C 0.1631 -2.8897 -0.1516
C 0.5918 -4.1722 0.1214
C 1.6558 -4.7154 -0.5826
C 2.2498 -3.9832 -1.6015
C 1.8178 -2.7045 -1.8954
H -0.7190 -2.4898 0.3064
H 0.0890 -4.7592 0.8742
H 2.0134 -5.7057 -0.3450
H 3.0611 -4.4154 -2.1680
H 2.3088 -2.1459 -2.6799

---

Computed, not measured: a structure of composition C34H40GeN6O4S2Ti, with wB97M-V/def2-TZVPD.

As for the highest occupied orbital energy (alpha / beta): -12.44 / -12.44 eV. As for the multiplicity: 1. Its calculated total energy is -5671.5133 Eh. The value obtained for the energy above the lowest of the compared OMol25 structures with the same formula, charge and spin is 7.0 kcal/mol. Its net charge is +2. The HOMO-LUMO gap (alpha / beta) is 6.75 / 6.74 eV.

CARTESIAN COORDINATES (ANGSTROEM)
Ti -0.4566 0.3348 -0.2909
C -2.3300 1.0828 -2.3362
C -1.8457 2.3290 -2.7118
C -1.9060 3.3980 -1.8243
C -2.4363 3.2218 -0.5543
C -2.8924 1.9713 -0.1578
C -2.8467 0.8925 -1.0482
H -2.3516 0.2722 -3.0541
H -1.4493 2.4813 -3.7068
H -1.5454 4.3707 -2.1310
H -2.4962 4.0566 0.1305
H -3.3203 1.8262 0.8263
H -3.3182 -0.0419 -0.7628
N -0.9357 -1.7403 -1.2675
C -0.1237 -1.8924 -2.4986
C 0.1251 -3.3487 -2.8737
C 1.1495 -3.6147 -3.9816
C 0.9043 -2.8868 -5.3079
N 1.3777 -1.4967 -5.3149
C 2.6597 -1.1362 -5.2873
N 3.6192 -2.0398 -5.4526
N 2.9852 0.1457 -5.1280
C 1.0936 -0.9860 -2.2381
O 2.2491 -1.3167 -2.3618
O 0.6846 0.1928 -1.8438
H -0.6381 -2.4311 -0.5773
H -1.9158 -1.9484 -1.4426
H -0.6850 -1.3926 -3.2962
H -0.8379 -3.7797 -3.1657
H 0.4460 -3.8914 -1.9813
H 1.1393 -4.6871 -4.1831
H 2.1452 -3.3696 -3.6127
H -0.1559 -2.8536 -5.5583
H 1.3784 -3.4185 -6.1358
H 0.6978 -0.7579 -5.2560
H 3.4047 -2.9953 -5.6769
H 4.5882 -1.7708 -5.4519
H 2.3049 0.8062 -4.7930
H 3.9497 0.4179 -5.0401
O 3.8795 2.5112 2.1634
C 3.0026 3.5049 1.9756
C 3.4129 4.7958 2.3165
C 2.5580 5.8627 2.1591
C 1.2686 5.6803 1.6518
C 0.8568 4.4179 1.3054
C 1.7064 3.3100 1.4586
C 1.2182 1.9905 1.1057
O 0.0046 1.8902 0.5731
N 1.9264 0.9185 1.2775
N 1.2766 -0.2410 0.8583
C 1.9227 -1.3035 1.2362
S 3.2371 -1.2064 2.3633
C 3.6180 -2.9823 2.3237
C 2.3366 -3.7403 2.0397
S 1.5486 -2.8948 0.6391
H 3.4724 1.6623 1.9077
H 4.4110 4.9244 2.7114
H 2.8912 6.8541 2.4351
H 0.6046 6.5250 1.5360
H -0.1367 4.2518 0.9134
H 4.0256 -3.2445 3.2991
H 4.3710 -3.1695 1.5594
H 1.6572 -3.7268 2.8910
H 2.5279 -4.7690 1.7394
Ge -1.5209 -0.8653 1.8031
C -0.7989 0.0302 3.3739
C -0.8767 1.4114 3.5458
C -0.2965 2.0208 4.6466
C 0.3747 1.2550 5.5907
C 0.4562 -0.1209 5.4342
C -0.1259 -0.7276 4.3310
C -3.4792 -0.9238 1.7344
C -4.1130 -1.9204 0.9889
C -5.4941 -1.9629 0.8833
C -6.2649 -1.0047 1.5293
C -5.6499 -0.0208 2.2906
C -4.2658 0.0192 2.3909
H -1.0573 -2.3401 1.8305
H -1.3832 2.0289 2.8103
H -0.3650 3.0941 4.7672
H 0.8300 1.7304 6.4488
H 0.9691 -0.7221 6.1733
H -0.0636 -1.8059 4.2254
H -3.5252 -2.7044 0.5162
H -5.9723 -2.7506 0.3156
H -7.3432 -1.0363 1.4536
H -6.2493 0.7107 2.8161
H -3.7983 0.7798 3.0086